Here is 2 unconnected molecules or ions with the total composition CH5NO2P in a non-equilibrium geometry from the OMol25 dataset. Energies are from ωB97M-V with the def2-TZVPD basis set.

As for the spin multiplicity: 1. Its net charge is -1. The value obtained for the energy is -587.64373 a.u. The value obtained for the gap between HOMO and LUMO (spin up / spin down) is 0.2813 / 0.2743 Ha. The LUMO energy (spin up / spin down) comes out at 0.1466 / 0.1614 hartree.

```
10
CH5NO2P (ωB97M-V with the def2-TZVPD basis set)
C -0.306 -0.002 -1.093
N 0.351 -0.374 1.559
O 1.454 -1.937 -0.210
O 2.749 1.388 -0.186
P 1.095 -0.517 0.006
H -0.708 0.947 -0.756
H 0.114 0.120 -2.090
H -1.073 -0.776 -1.100
H 0.910 -0.941 2.186
H 0.420 0.595 1.836
```


Here is 2 unconnected molecules or ions with the total composition CH5NO2P in a non-equilibrium geometry from the OMol25 dataset. Energies are from ωB97M-V with the def2-TZVPD basis set.

As for the spin multiplicity: 1. Its net charge is -1. The value obtained for the energy is -587.60596 a.u. The value obtained for the gap between HOMO and LUMO (spin up / spin down) is 0.1738 / 0.2657 Ha. The LUMO energy (spin up / spin down) comes out at 0.1412 / 0.1640 hartree.

```
10
CH5NO2P (ωB97M-V with the def2-TZVPD basis set)
C -1.457 0.764 -0.454
N 2.131 -0.506 0.572
O -0.940 -1.718 0.285
O 1.968 0.355 -0.470
P -0.932 -0.967 -1.002
H -0.826 1.522 -0.857
H -1.239 0.718 0.642
H -2.417 0.957 -0.844
H 2.385 0.015 1.477
H 1.327 -1.140 0.650
```


Here is 2 unconnected molecules or ions with the total composition CH5NO2S in a non-equilibrium geometry from the OMol25 dataset. Energies are from ωB97M-V with the def2-TZVPD basis set.

As for the spin multiplicity: 1. Its net charge is 0. The value obtained for the energy is -644.36336 a.u. The value obtained for the gap between HOMO and LUMO (spin up / spin down) is 0.3375 / 0.3375 Ha. The LUMO energy (spin up / spin down) comes out at -0.0238 / -0.0239 hartree.

```
10
CH5NO2S (ωB97M-V with the def2-TZVPD basis set)
C 0.289 -0.714 -0.187
N 1.597 1.100 0.141
O -2.023 0.417 -0.179
O -1.785 -1.681 1.109
S -1.145 -0.443 0.964
H 1.035 -1.393 0.204
H 0.070 -0.620 -1.221
H 2.209 0.342 -0.050
H -1.750 1.401 -0.005
H 1.503 1.591 -0.775
```


Here is a single CH5NO2S molecule in a non-equilibrium geometry from the OMol25 dataset. Energies are from ωB97M-V with the def2-TZVPD basis set.

As for the spin multiplicity: 1. Its net charge is 0. The value obtained for the energy is -644.37722 a.u. The value obtained for the gap between HOMO and LUMO is 0.3574 Ha. The LUMO energy comes out at 0.0169 hartree.

```
10
CH5NO2S (ωB97M-V with the def2-TZVPD basis set)
C -1.060 -0.303 0.157
N 1.250 0.561 -0.836
O 1.214 -1.477 0.658
O 1.756 0.977 0.422
S 0.505 -0.909 -0.709
H -1.388 -1.119 0.701
H -1.446 0.089 -0.733
H -0.815 0.410 0.915
H 1.754 0.901 -1.693
H 1.880 -0.046 0.865
```


Here is a single CH5NO2Si molecule in a non-equilibrium geometry from the OMol25 dataset. Energies are from ωB97M-V with the def2-TZVPD basis set.

As for the spin multiplicity: 1. Its net charge is 0. The value obtained for the energy is -535.75580 a.u. Its SMILES is CN(O)[SiH]=O. The value obtained for the gap between HOMO and LUMO is 0.3595 Ha. The LUMO energy comes out at 0.0162 hartree.

```
10
CH5NO2Si (ωB97M-V with the def2-TZVPD basis set)
C -1.316 0.474 0.171
N 0.125 0.205 0.092
O 0.930 1.230 0.840
Si 0.913 -1.103 -0.718
O 2.431 -1.052 -0.764
H -1.520 1.273 -0.482
H -2.057 -0.451 -0.143
H -1.474 0.538 1.243
H 1.910 1.019 0.855
H 0.058 -2.133 -1.094
```


Here is a molecular structure, CH5NO3 from the OMol25 dataset. Energies are from ωB97M-V with the def2-TZVPD basis set.

As for the spin multiplicity: 1. Its net charge is 0. The value obtained for the energy is -321.45863 a.u. The value obtained for the gap between HOMO and LUMO is 0.3715 Ha. The LUMO energy comes out at 0.0319 hartree.

```
10
CH5NO3 (ωB97M-V with the def2-TZVPD basis set)
N 1.762 -0.125 -0.182
O 0.567 -0.222 0.606
H -0.078 0.868 0.778
H 2.321 0.611 0.244
H 2.256 -0.996 -0.006
C -0.974 0.125 -0.423
O -1.874 -0.849 -0.394
O -1.140 1.170 0.336
H -2.409 -0.735 0.408
H -0.431 0.154 -1.368
```


Here is a gas-phase ion, CH5NOP (charge -1) in a non-equilibrium geometry from the OMol25 dataset. Energies are from ωB97M-V with the def2-TZVPD basis set.

As for the spin multiplicity: 3. Its net charge is -1. The value obtained for the energy is -512.23579 a.u. Its expectation value of S² is 2.005. The value obtained for the gap between HOMO and LUMO (spin up / spin down) is 0.1266 / 0.3269 Ha. The LUMO energy (spin up / spin down) comes out at 0.1729 / 0.1216 hartree.

```
9
CH5NOP (ωB97M-V with the def2-TZVPD basis set)
C -0.724 -0.348 0.024
N -0.833 1.117 -0.352
O -2.169 1.439 -0.089
P 0.973 -0.916 -0.359
H -1.538 -0.869 -0.736
H -1.006 -0.514 1.007
H -0.415 1.702 0.434
H 1.480 -0.195 0.643
H 1.376 0.340 -0.969
```


Here is 2 unconnected molecules or ions with the total composition CH5NOS2 in a non-equilibrium geometry from the OMol25 dataset. Energies are from ωB97M-V with the def2-TZVPD basis set.

As for the spin multiplicity: 3. Its net charge is 0. The value obtained for the energy is -967.31925 a.u. Its expectation value of S² is 2.008. The value obtained for the gap between HOMO and LUMO (spin up / spin down) is 0.2865 / 0.2718 Ha. The LUMO energy (spin up / spin down) comes out at 0.0089 / -0.0717 hartree.

```
10
CH5NOS2 (ωB97M-V with the def2-TZVPD basis set)
C 0.808 0.180 0.552
N -0.934 1.435 -0.845
O -1.288 -2.079 0.142
S -0.830 0.806 0.602
S 0.112 -2.990 0.320
H 1.425 0.536 1.403
H 1.009 0.260 -0.540
H 0.829 -0.929 0.591
H -1.783 1.883 -1.184
H -1.837 -2.171 1.011
```